[1]
Molecular formula: H18O9
Method: DFT, the ωB97M-V functional and the def2-TZVPD basis

The spin multiplicity is 1. As for the maximum force: 1.25 eV/Å. The calculation puts the highest occupied orbital energy at -10.8 eV. The SMILES is O.O.O.O.O.O.O.O.O. As for the energy relative to the best compared isomer or geometry (same formula, charge and spin): 3.5548 eV. The calculation puts the gap between HOMO and LUMO at 10.5 eV. Its LUMO energy is -0.3 eV.

Each line ends with the Mulliken charge.
Positions of all 27 atoms, in Å:
O 4.017 -0.325 1.010  -0.66
O -4.222 1.660 0.926  -0.63
H -1.807 -0.936 -2.546  0.30
H -5.139 1.362 0.939  0.31
H 2.580 -4.320 -0.972  0.32
H 1.587 -3.373 -1.624  0.31
H 3.499 1.000 -0.520  0.37
H 1.752 4.355 -0.847  0.32
H 3.526 -0.932 0.444  0.37
O -3.025 -1.891 0.045  -0.61
O 2.839 0.465 -0.975  -0.64
H -3.339 -2.309 0.855  0.28
H -0.794 -1.498 2.980  0.32
H 0.421 -2.387 3.191  0.32
H -2.775 0.230 -2.665  0.30
H -0.372 -0.068 -0.253  0.28
H -4.246 2.471 0.406  0.32
H 3.344 0.280 1.343  0.32
H 2.172 0.291 -0.300  0.25
O -0.649 0.845 -0.388  -0.57
H 1.838 5.045 0.504  0.31
O 2.526 -3.585 -1.593  -0.63
O 2.109 5.139 -0.416  -0.63
H -0.311 1.310 0.386  0.28
O 0.134 -1.467 3.236  -0.63
O -2.168 -0.311 -3.184  -0.60
H -3.496 -1.051 0.018  0.32



[2]
Molecular formula: C29H42N5O4PdS2Si
Method: DFT, the ωB97M-V functional and the def2-TZVPD basis

The spin multiplicity is 1. As for the maximum force: 1.38 eV/Å. The calculation puts the highest occupied orbital energy (spin up / spin down) at -11.1 / -11.1 eV. The total charge is +1. As for the energy relative to the best compared isomer or geometry (same formula, charge and spin): 2.2319 eV. The calculation puts the gap between HOMO and LUMO (spin up / spin down) at 5.3 / 5.3 eV. Its LUMO energy (spin up / spin down) is -5.8 / -5.8 eV.

Each line ends with the Mulliken charge.
Positions of all 84 atoms, in Å:
H -0.890 1.762 -5.400  0.29
C -1.805 -2.258 2.122  0.09
C -0.138 -4.029 -2.234  -1.64
C 2.893 0.377 -1.002  -1.39
H 0.800 2.767 0.264  0.18
C -1.643 0.973 -5.342  -1.75
H 3.460 2.717 4.224  0.48
C 2.991 1.077 5.542  -0.80
C 2.946 1.770 4.344  -0.33
C -1.780 3.870 -1.989  -1.18
O 0.701 -1.785 -2.362  -0.20
H -2.970 -0.894 -3.844  0.30
C -2.141 4.894 -1.128  -0.48
C 2.219 -0.924 6.901  -1.19
H -1.600 -2.616 1.124  0.29
H -2.529 -1.655 -5.383  0.53
H 2.576 -4.531 -2.412  0.42
S -1.910 -0.927 -0.756  -0.73
H -1.954 0.720 -6.358  0.46
C 1.029 -3.118 -1.905  1.67
H -1.048 -3.690 -1.731  0.29
H 0.893 -0.039 -5.519  0.33
H -2.296 5.899 -1.501  0.45
C -2.458 1.061 3.521  -0.62
C -2.161 -2.576 4.443  -0.40
H -2.216 -3.217 5.314  0.45
H -1.730 -2.168 -3.893  0.09
C 1.786 2.346 0.080  -1.67
C 1.746 1.366 -1.074  1.35
H -1.764 -4.173 3.042  0.46
C 1.654 0.154 3.472  -0.02
H -3.535 1.252 3.547  0.46
H 3.561 1.456 6.380  0.37
C 1.310 -3.093 -0.412  -1.10
H 0.074 -5.049 -1.904  0.50
H 0.547 -1.661 -4.892  0.08
H -1.652 4.038 -3.050  0.53
C -2.248 -0.404 3.454  0.43
H 2.075 -3.488 -3.754  0.36
H 1.615 1.443 -3.255  0.20
H 1.033 2.904 -2.438  0.29
N 2.275 1.318 3.285  -0.24
H 2.915 -0.274 -1.879  0.25
H 2.765 2.559 -2.510  0.62
N -1.981 -0.929 2.246  0.06
H -2.515 1.350 -4.801  0.35
H -0.319 -4.049 -3.311  0.33
H 3.837 0.926 -0.956  0.47
H 2.809 -0.234 -0.103  0.13
H -2.616 5.342 0.950  0.53
C -2.099 3.314 0.636  0.57
O 0.472 0.587 -0.945  1.81
H -2.540 -0.757 5.532  0.51
H 1.204 -0.902 7.302  0.27
C -1.070 -0.243 -4.645  1.58
C -2.140 -1.302 -4.425  -1.43
H 2.152 1.893 1.004  0.33
C -1.579 2.598 -1.485  -0.73
H 2.085 -2.357 -0.185  0.15
H 2.445 3.175 -0.185  0.46
Si -0.217 -0.523 -1.978  0.62
C 1.778 2.106 -2.404  -1.49
H 0.407 -2.839 0.153  -0.07
H 2.462 -1.963 6.681  0.31
Pd -1.104 0.510 0.911  -0.66
H -2.051 1.482 4.441  0.46
C -2.331 2.915 2.042  -0.33
N -1.735 2.327 -0.187  0.13
N 1.589 -0.575 4.592  -0.43
O -2.918 3.615 2.843  -0.70
H -0.195 -1.118 -6.409  0.53
N -1.914 1.658 2.319  0.22
H 1.660 -4.073 -0.081  0.65
H 3.095 -2.837 -2.458  0.38
C 2.279 -0.112 5.641  1.00
H -1.312 1.780 -2.135  1.40
C 2.270 -3.517 -2.681  -1.81
O -0.609 0.237 -3.353  -0.02
S 0.845 -0.570 2.077  0.16
C -1.910 -3.112 3.191  -0.91
C 0.118 -0.803 -5.411  -1.37
H 2.901 -0.548 7.661  0.38
C -2.335 -1.212 4.572  -0.85
C -2.312 4.607 0.215  -0.48



[3]
Molecular formula: C18H34BN3O17
Method: DFT, the ωB97M-V functional and the def2-TZVPD basis

The spin multiplicity is 1. As for the maximum force: 9.23 eV/Å. The calculation puts the highest occupied orbital energy at -8.6 eV. The calculation puts the gap between HOMO and LUMO at 7.2 eV. Its LUMO energy is -1.4 eV.

Each line ends with the Mulliken charge.
Positions of all 73 atoms, in Å:
C 6.596 0.896 2.242  0.46
N 5.937 -1.163 3.326  -0.70
C 4.960 -0.694 1.164  -1.21
H -2.290 -2.651 -4.010  0.21
C 2.506 0.562 1.024  -0.68
H -1.495 -5.143 2.877  0.27
O -2.948 1.497 -5.056  -0.51
O -3.006 1.408 -2.708  -0.49
H 1.681 0.014 0.397  0.04
O 7.940 1.080 2.367  -0.51
O -3.194 -0.839 -2.534  -0.64
O 1.256 -5.202 2.354  -0.30
H -0.699 -1.971 -3.613  0.20
H -0.764 -0.337 -1.037  0.08
O -4.005 3.296 -3.838  -0.54
C 1.060 -4.054 3.065  0.65
H -0.264 4.838 0.111  0.36
H -1.078 -5.859 4.454  0.30
H 3.169 1.267 0.361  0.29
C 0.402 -6.183 2.912  -0.32
H 3.496 -0.122 2.960  0.26
O 0.482 -1.952 -1.235  -0.38
C -3.448 4.514 -3.777  0.68
H 5.027 0.076 0.256  0.49
H -1.962 2.981 3.046  0.37
C 3.483 -0.513 1.852  0.61
N 6.133 -0.537 2.105  0.29
C -1.538 3.432 2.145  -1.10
B -2.906 2.326 -3.848  1.42
H -3.385 3.241 1.146  0.36
O -0.012 -4.169 3.903  -0.31
C -1.183 5.312 -0.242  -0.88
C 0.227 -4.073 -2.425  -0.73
H 0.356 -5.152 -2.290  0.39
H 5.360 -0.599 3.988  0.26
H 5.601 -2.147 3.230  0.30
H 4.966 -1.778 0.665  0.28
N -2.652 3.938 1.338  0.10
O 5.746 2.100 2.222  -0.43
C -2.014 4.395 -3.746  0.52
O -1.218 5.318 -3.689  -0.68
C -0.673 -5.373 3.562  -0.34
O -4.083 5.556 -3.751  -0.65
H -1.099 5.455 -1.323  0.13
H 0.012 -6.845 2.135  0.30
O 1.752 -3.055 2.965  -0.59
H 0.929 -3.744 -3.200  0.34
C -3.097 0.170 -3.213  0.71
O -3.241 4.150 -0.738  -0.49
H -6.129 4.528 2.118  0.33
H -5.395 3.192 2.032  0.32
C -2.368 4.447 0.052  0.43
H -1.607 -1.897 -1.129  0.63
O -1.663 3.102 -3.787  -0.59
H -1.000 2.678 1.566  0.50
O -1.127 -3.866 -2.839  -0.39
C -1.233 -2.890 -3.869  -0.57
H 5.122 2.096 1.412  0.35
H -1.314 6.284 0.240  0.36
C 0.513 -3.375 -1.092  -0.21
H 0.972 -6.778 3.634  0.28
H -0.887 4.266 2.416  0.37
H -3.132 4.699 1.829  0.46
H -0.187 -3.707 -0.315  0.23
C -3.061 0.224 -4.651  0.39
H 1.525 -3.639 -0.768  0.35
C -0.725 -1.386 -0.733  -0.84
O -5.264 4.121 2.274  -0.63
H -0.727 -1.434 0.361  0.28
H -0.840 -3.298 -4.807  0.38
H 2.911 -1.557 1.766  -0.13
O -3.123 -0.731 -5.407  -0.61
H 1.918 1.252 1.800  0.10



[4]
Molecular formula: HIS2
Method: DFT, the ωB97M-V functional and the def2-TZVPD basis

The spin multiplicity is 3. As for the maximum force: 1.78 eV/Å. The calculation puts the highest occupied orbital energy (spin up / spin down) at -7.1 / -8.8 eV. As for the energy relative to the best compared isomer or geometry (same formula, charge and spin): 0.9687 eV. The calculation puts the gap between HOMO and LUMO (spin up / spin down) at 6.2 / 5.6 eV. Its LUMO energy (spin up / spin down) is -1.0 / -3.3 eV.

Each line ends with the Löwdin spin population.
Positions of all 4 atoms, in Å:
S 0.187 0.512 -1.333  0.75
I 0.437 -1.387 1.708  0.23
S -1.178 -0.693 0.179  0.98
H 0.553 1.568 -0.554  0.04



[5]
Molecular formula: C3H10IN2
Method: DFT, the ωB97M-V functional and the def2-TZVPD basis

The spin multiplicity is 1. As for the maximum force: 4.48 eV/Å. The calculation puts the highest occupied orbital energy at -13.1 eV. The SMILES is C[NH+](C)CNI. The total charge is +1. As for the energy relative to the best compared isomer or geometry (same formula, charge and spin): 1.3683 eV. The calculation puts the gap between HOMO and LUMO at 9.2 eV. Its LUMO energy is -4.0 eV.

Each line ends with the Mulliken charge.
Positions of all 16 atoms, in Å:
N 0.143 0.333 0.167  0.14
H 0.903 0.287 2.141  0.39
H 1.914 0.785 -0.885  0.38
H -0.700 0.835 0.506  0.22
H -0.552 -0.093 -1.799  0.30
H 1.633 -0.887 1.035  0.38
H 0.588 1.933 -1.137  0.36
H 0.297 -1.459 -0.966  0.37
I -3.217 0.256 0.005  0.21
C 1.089 1.309 -0.403  -0.89
H 1.490 1.947 0.381  0.36
N -1.806 -1.219 -0.232  -0.66
C 0.701 -0.398 1.319  -0.94
C -0.344 -0.589 -0.854  -0.33
H -2.122 -1.893 -0.921  0.34
H -0.017 -1.148 1.643  0.36



Copy entry 5 word for word.
Molecular formula: C3H10IN2
Method: DFT, the ωB97M-V functional and the def2-TZVPD basis

The spin multiplicity is 1. As for the maximum force: 4.48 eV/Å. The calculation puts the highest occupied orbital energy at -13.1 eV. The SMILES is C[NH+](C)CNI. The total charge is +1. As for the energy relative to the best compared isomer or geometry (same formula, charge and spin): 1.3683 eV. The calculation puts the gap between HOMO and LUMO at 9.2 eV. Its LUMO energy is -4.0 eV.

Each line ends with the Mulliken charge.
Positions of all 16 atoms, in Å:
N 0.143 0.333 0.167  0.14
H 0.903 0.287 2.141  0.39
H 1.914 0.785 -0.885  0.38
H -0.700 0.835 0.506  0.22
H -0.552 -0.093 -1.799  0.30
H 1.633 -0.887 1.035  0.38
H 0.588 1.933 -1.137  0.36
H 0.297 -1.459 -0.966  0.37
I -3.217 0.256 0.005  0.21
C 1.089 1.309 -0.403  -0.89
H 1.490 1.947 0.381  0.36
N -1.806 -1.219 -0.232  -0.66
C 0.701 -0.398 1.319  -0.94
C -0.344 -0.589 -0.854  -0.33
H -2.122 -1.893 -0.921  0.34
H -0.017 -1.148 1.643  0.36



Please write out number 1 again, unchanged.
Molecular formula: H18O9
Method: DFT, the ωB97M-V functional and the def2-TZVPD basis

The spin multiplicity is 1. As for the maximum force: 1.25 eV/Å. The calculation puts the highest occupied orbital energy at -10.8 eV. The SMILES is O.O.O.O.O.O.O.O.O. As for the energy relative to the best compared isomer or geometry (same formula, charge and spin): 3.5548 eV. The calculation puts the gap between HOMO and LUMO at 10.5 eV. Its LUMO energy is -0.3 eV.

Each line ends with the Mulliken charge.
Positions of all 27 atoms, in Å:
O 4.017 -0.325 1.010  -0.66
O -4.222 1.660 0.926  -0.63
H -1.807 -0.936 -2.546  0.30
H -5.139 1.362 0.939  0.31
H 2.580 -4.320 -0.972  0.32
H 1.587 -3.373 -1.624  0.31
H 3.499 1.000 -0.520  0.37
H 1.752 4.355 -0.847  0.32
H 3.526 -0.932 0.444  0.37
O -3.025 -1.891 0.045  -0.61
O 2.839 0.465 -0.975  -0.64
H -3.339 -2.309 0.855  0.28
H -0.794 -1.498 2.980  0.32
H 0.421 -2.387 3.191  0.32
H -2.775 0.230 -2.665  0.30
H -0.372 -0.068 -0.253  0.28
H -4.246 2.471 0.406  0.32
H 3.344 0.280 1.343  0.32
H 2.172 0.291 -0.300  0.25
O -0.649 0.845 -0.388  -0.57
H 1.838 5.045 0.504  0.31
O 2.526 -3.585 -1.593  -0.63
O 2.109 5.139 -0.416  -0.63
H -0.311 1.310 0.386  0.28
O 0.134 -1.467 3.236  -0.63
O -2.168 -0.311 -3.184  -0.60
H -3.496 -1.051 0.018  0.32



Q: Which of these has the lowest maximum force?
A: H18O9